# 1
{"formula": "C33H57N4OP2SSr", "method": "ωB97M-V with the def2-TZVPD basis set", "homo_ev": -8.50, "total_charge": 1, "de_lowest_kj_mol": 56.0, "orbital_gap_ha": 0.238, "e_tot_ev": -73398.550, "lumo_energy_ha": -0.0738, "symbols": ["C", "C", "C", "C", "C", "H", "H", "H", "N", "P", "P", "C", "H", "H", "C", "H", "C", "C", "C", "C", "C", "H", "H", "H", "C", "H", "H", "H", "C", "H", "H", "H", "C", "H", "H", "H", "C", "H", "H", "H", "C", "H", "H", "H", "C", "H", "H", "H", "C", "H", "H", "H", "C", "H", "H", "H", "C", "H", "H", "H", "C", "H", "H", "H", "C", "H", "H", "H", "Sr", "C", "O", "N", "C", "C", "C", "C", "C", "H", "H", "H", "H", "H", "H", "H", "H", "H", "C", "N", "C", "C", "N", "C", "S", "H", "H", "H", "H", "H", "H"], "xyz": [[0.864, 1.060, -2.516], [-0.209, -1.023, -2.568], [1.013, 1.074, -3.904], [0.261, -1.208, -3.900], [0.829, -0.138, -4.582], [1.388, 1.982, -4.386], [0.060, -2.173, -4.377], [1.074, -0.215, -5.644], [0.285, 0.048, -1.838], [1.867, 1.955, -0.013], [-2.280, -1.657, -0.641], [1.372, 2.295, -1.745], [2.204, 2.787, -2.284], [0.545, 3.020, -1.744], [-1.172, -1.924, -1.985], [-1.057, -2.959, -2.323], [-2.086, -3.301, 0.543], [-3.806, -1.567, -1.825], [3.702, 1.404, -0.195], [1.636, 3.665, 0.742], [-1.135, -3.068, 1.741], [-1.434, -2.251, 2.420], [-1.143, -3.988, 2.348], [-0.072, -2.974, 1.437], [-3.485, -3.672, 1.052], [-3.939, -2.872, 1.655], [-4.177, -3.939, 0.242], [-3.397, -4.555, 1.705], [-1.466, -4.460, -0.237], [-1.540, -5.375, 0.375], [-1.958, -4.670, -1.191], [-0.395, -4.293, -0.428], [-5.052, -1.202, -1.010], [-4.987, -0.172, -0.626], [-5.923, -1.257, -1.680], [-5.237, -1.871, -0.161], [-3.574, -0.467, -2.886], [-3.141, 0.447, -2.461], [-2.929, -0.819, -3.702], [-4.550, -0.202, -3.322], [-3.925, -2.909, -2.551], [-3.110, -3.034, -3.279], [-3.928, -3.770, -1.867], [-4.870, -2.922, -3.116], [2.230, 3.690, 2.160], [2.121, 4.707, 2.577], [1.697, 2.986, 2.818], [3.299, 3.438, 2.180], [0.114, 3.902, 0.868], [-0.411, 3.818, -0.093], [-0.335, 3.186, 1.574], [-0.053, 4.924, 1.253], [2.248, 4.775, -0.126], [1.837, 4.776, -1.143], [2.010, 5.748, 0.332], [3.338, 4.710, -0.194], [3.871, 0.519, -1.449], [3.702, 1.082, -2.379], [4.906, 0.133, -1.481], [3.196, -0.353, -1.440], [4.076, 0.569, 1.048], [3.692, -0.463, 0.980], [5.173, 0.503, 1.124], [3.699, 1.011, 1.980], [4.655, 2.600, -0.338], [4.418, 3.217, -1.217], [4.687, 3.233, 0.557], [5.678, 2.213, -0.490], [0.360, -0.646, 0.661], [-1.962, 1.009, -0.063], [-2.649, 1.890, -0.346], [2.230, -2.821, 0.648], [2.868, -3.607, 0.022], [3.080, -4.479, -1.245], [1.749, -4.789, -1.954], [3.973, -3.687, -2.187], [3.781, -5.778, -0.866], [1.058, -5.335, -1.300], [1.262, -3.868, -2.312], [1.947, -5.429, -2.825], [4.838, -3.308, -1.630], [4.319, -4.347, -2.993], [3.426, -2.825, -2.586], [4.384, -6.101, -1.727], [4.403, -5.665, 0.028], [3.039, -6.560, -0.670], [-1.257, 3.241, 4.759], [-2.118, 2.334, 4.011], [-3.475, 2.514, 3.826], [-3.912, 1.491, 3.054], [-2.799, 0.714, 2.770], [-1.670, 1.242, 3.340], [-0.019, 0.824, 3.224], [-0.672, 2.680, 5.494], [-0.557, 3.758, 4.091], [-1.911, 3.964, 5.255], [-3.999, 3.344, 4.276], [-4.897, 1.265, 2.693], [-2.828, -0.159, 2.259]], "lowdin_charge": [-0.366, -0.383, -0.068, -0.056, -0.068, 0.112, 0.111, 0.111, -0.045, 1.042, 0.997, -0.292, 0.090, 0.086, -0.351, 0.047, -0.647, -0.683, -0.679, -0.699, -0.150, 0.061, 0.103, 0.003, -0.107, 0.075, 0.071, 0.089, -0.115, 0.098, 0.079, 0.041, -0.108, 0.073, 0.086, 0.058, -0.080, 0.061, 0.080, 0.094, -0.098, 0.076, 0.061, 0.092, -0.101, 0.095, 0.027, 0.067, -0.106, 0.067, 0.036, 0.098, -0.087, 0.077, 0.093, 0.059, -0.090, 0.083, 0.098, 0.066, -0.103, 0.050, 0.094, 0.070, -0.101, 0.081, 0.071, 0.093, 0.988, -0.158, 0.052, 0.116, -0.048, -0.577, -0.036, -0.053, -0.049, 0.077, 0.077, 0.108, 0.098, 0.099, 0.085, 0.094, 0.093, 0.091, -0.021, -0.128, -0.032, -0.051, 0.068, -0.744, 0.560, 0.094, 0.084, 0.099, 0.131, 0.124, 0.119]}

=====

# 2
{"formula": "C33H58O19", "method": "ωB97M-V with the def2-TZVPD basis set", "homo_ev": -8.94, "total_charge": 0, "de_lowest_kj_mol": 299.7, "orbital_gap_ha": 0.315, "e_tot_ev": -74060.561, "lumo_energy_ha": -0.0139, "smiles": "O=C1OCCO1.O=C1OCCO1.O=C1OCCO1.O=C1OCCO1.CC(C)=O.CC(C)=O.CC(C)=O.CC(C)=O.CC(C)=O.CC(C)=O.CC(C)=O", "symbols": ["O", "C", "O", "C", "C", "O", "H", "H", "H", "H", "O", "C", "O", "C", "C", "O", "H", "H", "H", "H", "O", "C", "O", "C", "C", "O", "H", "H", "H", "H", "O", "C", "O", "C", "C", "O", "H", "H", "H", "H", "C", "C", "C", "O", "H", "H", "H", "H", "H", "H", "C", "C", "C", "O", "H", "H", "H", "H", "H", "H", "C", "C", "C", "O", "H", "H", "H", "H", "H", "H", "C", "C", "C", "O", "H", "H", "H", "H", "H", "H", "C", "C", "C", "O", "H", "H", "H", "H", "H", "H", "C", "C", "C", "O", "H", "H", "H", "H", "H", "H", "C", "C", "C", "O", "H", "H", "H", "H", "H", "H"], "xyz": [[-2.057, -0.482, 7.176], [-2.090, -0.505, 5.984], [-1.268, 0.046, 5.151], [-1.646, -0.161, 3.836], [-2.637, -1.336, 3.895], [-2.923, -1.347, 5.266], [-2.047, 0.744, 3.379], [-0.742, -0.466, 3.308], [-2.068, -2.237, 3.665], [-3.552, -1.146, 3.334], [0.257, 4.645, -1.362], [-0.682, 4.665, -2.154], [-1.999, 4.576, -1.834], [-2.864, 4.752, -2.910], [-1.930, 4.770, -4.063], [-0.670, 4.963, -3.511], [-3.695, 4.053, -3.002], [-3.358, 5.722, -2.841], [-2.225, 5.586, -4.722], [-1.919, 3.823, -4.604], [-0.152, -1.776, 1.012], [-0.286, -0.686, 0.373], [-1.423, 0.021, 0.171], [-1.182, 1.092, -0.763], [0.288, 0.861, -1.203], [0.765, -0.192, -0.432], [-1.962, 1.037, -1.522], [-1.326, 2.095, -0.361], [0.848, 1.705, -0.801], [0.425, 0.990, -2.277], [5.694, 1.601, -1.634], [4.761, 2.440, -1.555], [4.177, 3.073, -2.619], [3.232, 4.000, -2.247], [3.490, 4.015, -0.767], [4.092, 2.760, -0.474], [3.479, 4.919, -2.780], [2.252, 3.580, -2.472], [2.532, 4.180, -0.274], [4.128, 4.808, -0.377], [-4.276, 2.109, 0.663], [-4.787, 1.758, 2.043], [-5.029, 2.870, 2.970], [-5.192, 0.627, 2.346], [-3.515, 2.888, 0.619], [-5.048, 2.554, 0.036], [-3.909, 1.274, 0.067], [-6.063, 2.818, 3.311], [-4.895, 3.862, 2.540], [-4.357, 2.755, 3.821], [3.546, -1.028, -2.201], [2.601, -0.860, -3.339], [2.698, 0.335, -4.199], [1.665, -1.611, -3.493], [4.549, -0.787, -2.555], [3.463, -2.100, -2.023], [3.179, -0.298, -1.480], [2.413, 0.101, -5.225], [3.674, 0.805, -4.074], [1.987, 1.041, -3.772], [0.561, -4.299, -1.444], [-0.817, -4.532, -1.966], [-2.024, -4.096, -1.144], [-0.952, -4.869, -3.118], [0.548, -3.708, -0.529], [1.200, -3.796, -2.170], [1.058, -5.222, -1.145], [-2.870, -4.766, -1.299], [-2.310, -3.162, -1.627], [-1.765, -3.967, -0.093], [-4.022, 1.007, -4.682], [-3.266, -0.334, -4.390], [-4.066, -1.604, -4.258], [-2.138, -0.344, -3.953], [-3.236, 1.747, -4.827], [-4.594, 1.245, -3.785], [-4.733, 0.968, -5.507], [-3.423, -2.286, -3.701], [-4.295, -1.991, -5.250], [-4.947, -1.282, -3.702], [3.020, -2.354, 2.064], [4.127, -3.358, 2.299], [4.396, -3.713, 3.741], [4.813, -3.820, 1.367], [2.193, -2.488, 2.762], [2.730, -2.431, 1.017], [3.375, -1.332, 2.194], [5.437, -4.025, 3.831], [3.947, -4.687, 3.937], [4.201, -3.040, 4.576], [0.748, 2.880, 2.391], [2.189, 2.947, 2.992], [2.855, 4.329, 3.080], [2.746, 1.970, 3.435], [0.085, 3.270, 3.164], [0.557, 1.859, 2.060], [0.587, 3.643, 1.630], [2.556, 4.803, 4.015], [2.405, 4.860, 2.242], [3.926, 4.159, 2.974], [0.535, -5.021, 3.032], [0.770, -6.323, 2.222], [2.230, -6.428, 1.696], [-0.072, -7.145, 2.062], [-0.138, -5.361, 3.819], [0.198, -4.079, 2.601], [1.504, -4.743, 3.448], [2.355, -7.111, 0.856], [2.846, -6.880, 2.473], [2.549, -5.394, 1.570]], "lowdin_charge": [0.163, -0.575, 0.096, -0.131, -0.106, 0.044, 0.120, 0.115, 0.129, 0.120, 0.122, -0.447, 0.054, -0.145, -0.155, 0.065, 0.132, 0.135, 0.142, 0.126, 0.061, -0.411, 0.054, -0.098, -0.139, 0.040, 0.114, 0.105, 0.111, 0.120, 0.101, -0.516, 0.032, -0.143, -0.124, 0.091, 0.147, 0.112, 0.103, 0.141, -0.021, -0.478, -0.026, 0.052, 0.074, 0.090, 0.068, 0.098, 0.082, 0.094, 0.005, -0.539, -0.009, 0.065, 0.086, 0.095, 0.087, 0.098, 0.078, 0.067, -0.009, -0.485, -0.005, 0.058, 0.053, 0.071, 0.085, 0.083, 0.071, 0.068, -0.011, -0.473, -0.008, 0.056, 0.054, 0.073, 0.078, 0.076, 0.092, 0.087, -0.021, -0.476, -0.030, 0.034, 0.068, 0.074, 0.094, 0.082, 0.073, 0.087, -0.005, -0.466, -0.013, 0.068, 0.086, 0.069, 0.058, 0.088, 0.058, 0.088, -0.011, -0.474, -0.010, 0.084, 0.083, 0.063, 0.048, 0.083, 0.084, 0.051]}